{
  "formula": "C31H28FNO4S",
  "method": "wB97M-V/def2-TZVPD",
  "de_lowest_ev": 0.000,
  "max_force_ev_per_a": 3.8,
  "mol_weight_g_mol": 529.633,
  "orbital_gap_ev": 1.6,
  "elements": ["C", "C", "O", "C", "C", "F", "S", "C", "C", "C", "C", "C", "C", "O", "O", "O", "H", "H", "H", "H", "H", "H", "H", "H", "H", "H", "C", "N", "C", "C", "C", "C", "C", "C", "C", "C", "C", "C", "C", "C", "C", "C", "C", "C", "C", "C", "C", "C", "H", "H", "H", "H", "H", "H", "H", "H", "H", "H", "H", "H", "H", "H", "H", "H", "H", "H"],
  "positions_angstrom": [[-3.079, -0.540, 4.719], [-1.758, 0.184, 4.673], [-0.839, -0.620, 3.907], [0.351, 0.021, 3.799], [1.231, -0.681, 2.847], [2.517, -0.382, 3.070], [1.031, -2.458, 2.519], [2.524, -2.748, 1.560], [2.498, -2.542, 0.178], [3.686, -2.638, -0.554], [4.884, -2.952, 0.091], [4.900, -3.156, 1.472], [3.721, -3.050, 2.212], [1.154, -3.157, 3.779], [-0.098, -2.650, 1.632], [0.646, 1.043, 4.400], [-3.832, 0.134, 5.137], [-3.402, -0.855, 3.718], [-3.010, -1.420, 5.370], [-1.860, 1.164, 4.182], [-1.353, 0.341, 5.684], [1.556, -2.298, -0.313], [3.661, -2.457, -1.627], [5.809, -3.036, -0.482], [5.829, -3.390, 1.990], [3.726, -3.195, 3.291], [-6.936, -4.130, 3.415], [-6.524, -4.319, 2.037], [-7.576, -4.884, 1.209], [-5.489, -3.551, 1.479], [-4.148, -4.013, 1.510], [-3.169, -3.344, 0.801], [-3.479, -2.191, 0.044], [-2.517, -1.619, -0.859], [-2.492, -0.233, -1.268], [-1.610, -0.107, -2.398], [-1.461, 1.110, -3.050], [-2.141, 2.229, -2.545], [-2.970, 2.118, -1.412], [-3.147, 0.890, -0.765], [-1.070, -1.427, -2.692], [-1.633, -2.358, -1.742], [-1.367, -3.720, -1.873], [-0.507, -4.144, -2.894], [0.046, -3.231, -3.811], [-0.249, -1.863, -3.722], [-4.785, -1.647, 0.159], [-5.772, -2.312, 0.864], [-6.153, -3.610, 3.977], [-7.871, -3.548, 3.475], [-7.123, -5.110, 3.873], [-7.236, -4.978, 0.173], [-7.832, -5.881, 1.595], [-8.489, -4.268, 1.236], [-3.923, -4.928, 2.061], [-2.136, -3.686, 0.834], [-0.826, 1.163, -3.934], [-2.025, 3.197, -3.034], [-3.487, 3.000, -1.032], [-3.769, 0.801, 0.124], [-1.832, -4.426, -1.189], [-0.267, -5.204, -2.986], [0.699, -3.590, -4.608], [0.142, -1.133, -4.431], [-5.037, -0.728, -0.363], [-6.782, -1.900, 0.937]],
  "lowdin_charge": [-0.08, -0.25, -0.05, -0.55, -0.33, -0.03, 0.71, -0.28, -0.06, -0.09, -0.09, -0.08, -0.05, -0.33, -0.37, 0.04, 0.07, 0.06, 0.08, 0.12, 0.13, 0.10, 0.09, 0.10, 0.10, 0.12, -0.07, -0.24, -0.08, -0.22, 0.04, 0.01, -0.13, 0.07, -0.09, -0.08, 0.01, -0.03, -0.04, 0.02, -0.09, -0.08, 0.03, -0.04, -0.03, 0.01, 0.01, 0.02, 0.09, 0.08, 0.09, 0.09, 0.09, 0.08, 0.13, 0.10, 0.12, 0.12, 0.11, 0.12, 0.12, 0.11, 0.12, 0.12, 0.11, 0.13]
}

{
  "formula": "C31H28IN6O2ReS3Te",
  "method": "wB97M-V/def2-TZVPD",
  "total_charge": 1,
  "de_lowest_ev": 0.112,
  "max_force_ev_per_a": 2.0,
  "mol_weight_g_mol": 1053.517,
  "multiplicity": 4,
  "s2": 3.7782,
  "orbital_gap_ev": [7.2, 6.5],
  "elements": ["Re", "C", "C", "N", "C", "C", "C", "O", "C", "C", "N", "C", "C", "C", "C", "C", "C", "I", "C", "O", "H", "H", "H", "H", "H", "H", "H", "H", "H", "H", "H", "H", "S", "C", "N", "C", "C", "C", "C", "C", "C", "S", "H", "H", "H", "H", "C", "C", "C", "N", "N", "C", "N", "S", "H", "H", "H", "H", "H", "H", "H", "Te", "C", "C", "C", "C", "C", "C", "H", "H", "H", "H", "H"],
  "positions_angstrom": [[0.509, -0.275, -0.250], [4.467, 1.336, 1.650], [3.143, 1.868, 2.086], [3.181, 3.083, 2.635], [2.031, 3.683, 3.019], [0.794, 3.040, 2.869], [-0.418, 3.757, 3.381], [-1.072, 3.066, 4.433], [0.767, 1.776, 2.273], [-0.537, 1.123, 2.220], [-0.842, 0.195, 1.396], [-2.195, -0.321, 1.481], [-3.135, 0.288, 0.681], [-4.476, -0.104, 0.826], [-4.835, -1.048, 1.752], [-3.904, -1.646, 2.558], [-2.589, -1.269, 2.481], [-1.301, -2.198, 3.841], [1.948, 1.218, 1.845], [1.938, 0.069, 1.138], [5.153, 2.168, 1.578], [4.426, 0.843, 0.664], [4.869, 0.560, 2.339], [2.070, 4.712, 3.423], [-1.141, 3.861, 2.560], [-0.077, 4.718, 3.717], [-0.503, 2.909, 5.196], [-1.297, 1.372, 2.946], [-2.801, 0.975, -0.063], [-5.171, 0.367, 0.163], [-5.914, -1.250, 1.840], [-4.221, -2.404, 3.290], [-1.243, -0.906, -1.907], [-0.989, -2.415, -1.056], [-0.148, -2.287, -0.082], [0.057, -3.415, 0.673], [1.022, -3.544, 1.671], [1.129, -4.747, 2.335], [0.264, -5.795, 1.987], [-0.634, -5.725, 0.927], [-0.766, -4.495, 0.298], [-1.726, -3.977, -1.121], [1.734, -2.772, 1.864], [1.899, -4.881, 3.114], [0.435, -6.728, 2.476], [-1.212, -6.583, 0.642], [-2.353, 4.528, -2.965], [-2.078, 4.334, -1.456], [-0.845, 3.508, -1.301], [-0.789, 2.319, -0.836], [0.446, 1.768, -0.897], [1.380, 2.585, -1.314], [2.694, 2.365, -1.384], [0.720, 4.105, -1.750], [-3.232, 5.140, -3.053], [-2.519, 3.563, -3.464], [-1.528, 5.022, -3.439], [-2.869, 3.847, -0.904], [-1.885, 5.340, -1.009], [3.000, 1.386, -1.461], [3.296, 3.098, -1.742], [2.560, -1.109, -1.675], [1.835, -2.003, -3.467], [2.155, -3.323, -3.657], [1.893, -3.920, -4.878], [1.114, -3.248, -5.809], [0.737, -1.936, -5.582], [1.131, -1.276, -4.443], [2.638, -3.926, -2.895], [2.195, -4.932, -5.080], [0.747, -3.739, -6.720], [0.051, -1.428, -6.272], [0.818, -0.267, -4.335]],
  "lowdin_charge": [1.15, -0.02, -0.27, 0.13, -0.06, -0.15, -0.21, -0.05, -0.09, -0.04, -0.05, -0.32, -0.05, -0.05, -0.08, -0.18, -0.62, 1.03, -0.29, -0.33, 0.08, 0.06, 0.10, 0.13, 0.13, 0.11, 0.11, 0.14, 0.07, 0.11, 0.13, 0.10, 0.61, -1.05, -0.23, -0.34, -0.09, -0.08, -0.07, -0.06, -0.40, 1.09, 0.10, 0.12, 0.10, 0.11, -0.08, -0.22, -0.59, 0.02, -0.19, -0.68, 0.12, 1.17, 0.07, 0.09, 0.06, 0.11, 0.13, -0.04, 0.12, 1.06, -0.61, -0.18, -0.08, -0.08, -0.09, -0.17, 0.09, 0.11, 0.11, 0.12, 0.08]
}

{
  "formula": "C31H28O4PdS4Sb",
  "method": "wB97M-V/def2-TZVPD",
  "total_charge": -1,
  "de_lowest_ev": 0.158,
  "max_force_ev_per_a": 0.7,
  "mol_weight_g_mol": 821.009,
  "multiplicity": 5,
  "s2": 6.0276,
  "orbital_gap_ev": [6.8, 6.0],
  "elements": ["Pd", "C", "C", "C", "O", "C", "C", "O", "C", "O", "C", "C", "C", "C", "C", "C", "C", "C", "C", "C", "C", "C", "C", "O", "C", "C", "C", "C", "C", "C", "C", "C", "C", "C", "C", "C", "H", "H", "H", "H", "H", "H", "H", "H", "H", "H", "H", "H", "H", "H", "H", "H", "H", "H", "H", "H", "H", "H", "H", "H", "H", "H", "H", "H", "S", "Sb", "S", "S", "S"],
  "positions_angstrom": [[0.076, -1.819, 1.346], [-0.739, 4.055, -1.291], [-0.412, 2.931, -0.334], [0.099, 3.437, 1.008], [-1.596, 2.145, -0.195], [-1.214, 0.879, 0.224], [1.294, -0.181, 0.365], [0.587, 2.093, -0.940], [2.370, -1.186, -0.084], [1.961, -2.390, 0.481], [3.730, -0.761, 0.471], [4.145, 0.568, 0.462], [5.382, 0.926, 0.978], [6.215, -0.043, 1.516], [5.802, -1.367, 1.541], [4.564, -1.723, 1.024], [2.390, -1.316, -1.621], [1.463, -2.171, -2.211], [1.374, -2.273, -3.591], [2.219, -1.530, -4.405], [3.156, -0.687, -3.825], [3.240, -0.580, -2.443], [-2.120, -0.364, 0.011], [-1.183, -1.331, -0.368], [-3.137, -0.141, -1.107], [-2.685, -0.086, -2.424], [-3.573, 0.124, -3.467], [-4.931, 0.270, -3.214], [-5.390, 0.197, -1.909], [-4.498, -0.006, -0.862], [-2.772, -0.726, 1.341], [-3.182, 0.244, 2.250], [-3.691, -0.125, 3.489], [-3.794, -1.466, 3.827], [-3.404, -2.439, 2.918], [-2.907, -2.071, 1.677], [-1.528, 4.673, -0.864], [-1.078, 3.635, -2.237], [0.149, 4.662, -1.458], [-0.647, 4.089, 1.464], [1.017, 4.001, 0.847], [0.331, 2.625, 1.698], [-0.842, 0.883, 1.253], [1.560, 0.548, 1.127], [3.486, 1.333, 0.066], [5.684, 1.966, 0.976], [7.174, 0.237, 1.935], [6.439, -2.125, 1.981], [4.209, -2.744, 1.066], [0.811, -2.747, -1.569], [0.639, -2.935, -4.033], [2.152, -1.612, -5.483], [3.828, -0.111, -4.449], [3.979, 0.077, -2.005], [-1.636, -0.245, -2.637], [-3.203, 0.163, -4.484], [-5.624, 0.427, -4.030], [-6.448, 0.295, -1.697], [-4.872, -0.062, 0.152], [-3.084, 1.295, 1.999], [-3.971, 0.636, 4.205], [-4.153, -1.747, 4.808], [-3.459, -3.486, 3.186], [-2.582, -2.819, 0.964], [2.309, 0.960, 4.057], [0.505, -0.401, 3.829], [0.613, -2.713, 3.577], [0.224, 0.449, -0.811], [-0.821, -0.297, 5.932]],
  "lowdin_charge": [0.60, 0.01, -0.62, 0.02, -0.03, -0.36, -0.35, -0.29, -0.55, -0.24, -0.16, -0.07, -0.09, -0.11, -0.08, -0.01, -0.17, -0.04, -0.08, -0.11, -0.09, -0.03, -0.48, -0.33, -0.12, -0.02, -0.08, -0.11, -0.09, -0.01, -0.20, -0.05, -0.10, -0.11, -0.08, -0.06, 0.09, 0.09, 0.09, 0.10, 0.10, 0.07, 0.09, 0.03, 0.11, 0.10, 0.09, 0.10, 0.12, 0.11, 0.10, 0.09, 0.09, 0.10, 0.10, 0.10, 0.09, 0.10, 0.11, 0.12, 0.10, 0.10, 0.10, 0.11, -0.21, 0.09, -0.10, 1.24, -0.07]
}